Entry 1:
84
Properties=species:S:1:pos:R:3:forces:R:3 method="wB97M-V/def2-TZVPD" spin_multiplicity=7 total_charge=0 s_squared=12.002 homo_energy_ev="-6.51 / -8.02" orbital_gap_ev="6.7 / 8.2"
Mn 2.4163 1.8434 -3.4827 -1.147 -1.159 1.639
C 0.2687 -1.5001 -1.4563 1.697 -0.453 1.827
C 0.4282 0.0092 -1.2090 -1.163 1.107 -1.547
C 0.4585 0.5335 0.2521 -0.407 -1.340 -0.567
O 1.2970 0.7050 -2.0225 1.897 0.621 -1.305
H -0.3978 -1.8719 -0.6781 -0.534 -0.100 -0.185
H 1.2019 -1.9958 -1.1887 0.357 -0.240 -0.279
H -0.0362 -1.8577 -2.4399 -0.053 0.595 0.002
H -0.5493 0.2688 -1.6155 -0.984 0.812 0.473
H 1.3466 0.2693 0.8262 0.334 0.170 -0.245
H -0.3640 0.0250 0.7551 -0.287 0.194 0.310
H 0.2781 1.6084 0.2613 0.162 -0.055 -0.070
C 2.5381 -4.6353 -2.0221 0.207 -1.384 -0.868
C 3.7970 -5.5245 -2.4454 -0.499 2.086 1.156
C 4.7241 -4.9252 -3.5531 -0.802 -2.848 -0.089
C 5.0311 -3.5577 -3.3753 0.071 0.991 0.059
N 5.2771 -2.4524 -3.2130 0.113 0.491 0.085
H 2.7146 -3.5616 -1.9577 0.394 -0.208 0.240
H 2.1698 -5.0616 -1.0890 0.191 0.381 0.291
H 1.6757 -4.7512 -2.6786 0.143 -0.050 -0.456
H 3.5270 -6.5738 -2.5646 0.003 0.185 -0.551
H 4.3897 -5.4879 -1.5314 0.273 -0.218 0.022
H 4.3443 -5.1512 -4.5495 -0.323 0.481 -0.091
H 5.6468 -5.5054 -3.5453 0.246 0.097 0.187
C -3.7288 0.4556 3.0545 0.044 -0.116 0.144
C -3.0428 1.7683 2.5671 -1.072 -1.808 1.399
C -3.9643 2.4733 1.5999 1.113 2.032 -0.930
C -3.5944 3.9576 1.4735 -0.848 -3.181 0.226
N -3.3427 5.0650 1.4779 0.472 1.588 -0.164
H -4.4179 0.7637 3.8408 -0.160 -0.299 0.036
H -3.0166 -0.2448 3.4905 0.177 0.189 0.160
H -4.2966 -0.1555 2.3529 0.038 0.364 -0.483
H -2.0589 1.5290 2.1637 -0.095 0.459 -0.167
H -2.9759 2.2492 3.5431 0.578 0.798 -0.449
H -5.0366 2.4485 1.7941 0.149 -0.252 0.358
H -3.7752 2.0009 0.6360 -0.334 0.187 -0.239
C 0.5288 2.6586 3.4211 -0.319 0.020 -1.022
C 1.6544 1.9076 4.0794 -0.937 -0.782 0.993
C 1.4233 1.8961 5.6233 1.462 1.277 0.256
C 1.6848 3.2793 6.1194 -0.132 -0.108 0.405
N 1.9334 4.3379 6.5040 -0.186 -0.535 -0.304
H 0.5989 2.4988 2.3451 -0.038 0.081 -0.163
H 0.5578 3.7375 3.5735 0.052 -0.002 0.274
H -0.4573 2.2892 3.7029 0.031 0.011 0.231
H 2.6017 2.3367 3.7529 0.146 -0.036 0.579
H 1.6612 0.8546 3.7981 -0.029 0.153 -0.308
H 2.1260 1.2625 6.1645 0.316 -0.091 -0.283
H 0.4629 1.5592 6.0135 -0.339 0.152 -0.694
C -1.7893 3.9469 -1.6807 0.356 1.151 0.614
C -0.9390 5.1590 -1.1988 2.165 -0.341 0.112
C 0.4040 4.8465 -0.3974 0.193 -1.285 -0.690
C 1.4344 4.1981 -1.3340 -0.953 0.570 0.849
N 2.1615 3.7114 -2.0824 -0.438 0.139 0.360
H -1.7036 3.0209 -1.1122 0.252 0.103 0.135
H -1.5060 3.7734 -2.7188 -0.455 -0.296 0.063
H -2.8041 4.3256 -1.5587 -0.216 -0.471 -0.533
H -1.4928 5.9333 -0.6680 -0.044 -0.315 0.068
H -0.5038 5.5889 -2.1009 -0.529 0.535 -0.097
H 0.2489 4.1607 0.4354 -0.210 -0.501 -0.206
H 0.8942 5.6552 0.1446 -0.144 0.566 -0.671
C -2.2600 -2.5073 -5.5961 0.478 -0.235 -0.541
C -1.4364 -1.3720 -5.0484 0.218 0.580 0.476
C -1.5957 -0.0406 -5.7442 0.037 0.795 -1.343
C -1.0398 0.0999 -7.1261 0.359 -0.415 -0.498
N -0.5924 0.1540 -8.1950 -0.597 0.003 1.333
H -2.0940 -3.4180 -5.0207 -0.475 0.125 0.335
H -1.9228 -2.8003 -6.5903 -0.028 0.274 -0.255
H -3.3039 -2.2031 -5.6729 -0.094 -0.358 0.183
H -0.3760 -1.6062 -4.9543 -0.026 -0.149 0.030
H -1.8008 -1.0586 -4.0701 0.128 -0.691 0.467
H -1.1595 0.7470 -5.1297 0.153 0.016 -0.063
H -2.6587 0.1914 -5.8098 -0.121 0.072 -0.091
C -0.3588 -2.5290 2.4847 -0.132 -0.666 -0.932
C -0.6846 -2.8198 3.9443 1.748 0.360 -0.257
C 0.6597 -3.1487 4.6744 -0.903 -0.012 -0.300
C 1.6447 -2.1005 4.5489 3.173 3.967 -0.220
N 2.4489 -1.2285 4.4958 -2.897 -3.290 0.179
H 0.2797 -3.2952 2.0450 0.301 -0.476 0.423
H 0.2097 -1.6329 2.2354 -0.517 0.358 0.398
H -1.2333 -2.6726 1.8502 -0.261 0.764 0.027
H -1.3574 -3.6771 3.9679 0.027 0.134 0.441
H -1.0707 -1.9538 4.4819 -0.546 -0.078 -0.261
H 1.1238 -4.0065 4.1875 -0.182 -0.462 0.562
H 0.4652 -3.2198 5.7446 0.201 -0.731 0.008



Entry 2:
90
Properties=species:S:1:pos:R:3:forces:R:3 method="wB97M-V/def2-TZVPD" total_charge=-1 homo_energy_ev=-3.89 orbital_gap_ev=5.3
N 0.5614 0.9920 1.3259 0.736 0.364 0.330
C 1.0785 2.3765 1.4638 -0.674 -0.512 -0.549
C 0.3425 3.3502 0.4913 0.461 0.478 1.081
C -0.0062 4.7476 1.0639 -0.670 0.092 -0.426
C -1.4848 4.9515 1.5242 0.590 -0.615 0.050
C -2.0884 3.8174 2.3905 -0.049 0.672 -0.449
C -3.4408 3.2411 1.9266 0.845 0.571 1.399
C -3.5873 2.7781 0.4755 -0.333 -1.801 -0.703
O -4.5059 1.6887 0.4609 -0.564 2.831 1.845
P -4.4398 0.8463 2.0170 -1.241 -0.958 1.144
O -3.6444 2.1778 2.8349 0.099 0.165 -1.268
H 0.8752 0.6510 0.4228 -0.483 -0.175 0.073
H -0.4531 0.9834 1.3628 -0.003 -0.066 -0.169
H 2.1361 2.3151 1.1993 -0.011 0.201 0.179
H 1.0189 2.6806 2.5108 -0.131 0.105 -0.170
H 1.0106 3.5078 -0.3615 -0.344 -0.206 -0.220
H -0.5907 2.8675 0.1950 0.138 0.031 -0.305
H 0.1314 5.4578 0.2380 0.188 0.147 0.251
H 0.6584 5.0552 1.8758 0.125 -0.240 -0.065
H -1.4854 5.8830 2.0985 -0.260 0.056 -0.224
H -2.1033 5.0830 0.6296 0.024 0.115 0.055
H -1.4097 2.9759 2.5368 0.057 0.078 -0.195
H -2.2774 4.2253 3.3868 0.109 -0.248 0.050
H -4.1934 4.0202 2.1465 -0.145 -0.049 -0.386
H -2.6900 2.3368 -0.0062 0.468 0.485 0.535
H -3.9274 3.5421 -0.2366 -0.074 0.249 0.390
H -5.2069 -0.2272 1.4368 0.290 -0.057 -0.324
H -5.6658 1.4695 2.4748 -0.082 -0.003 -0.373
H -4.4480 0.0886 3.2734 0.346 0.084 0.060
H -3.1343 0.3233 1.6611 -0.089 -0.093 -0.140
C -5.0283 -0.0528 -3.3041 -0.080 0.152 0.142
C -4.4482 0.0481 -1.9656 -0.018 -0.057 -0.185
N -3.9838 0.1243 -0.9155 0.891 -1.691 -1.458
H -5.5415 0.8710 -3.5733 -0.006 -0.026 -0.009
H -4.2451 -0.2467 -4.0368 -0.025 -0.020 -0.019
H -5.7448 -0.8724 -3.3323 0.002 0.000 -0.025
C -8.2571 3.1480 0.8683 0.072 -0.050 -0.106
C -8.3093 2.0486 1.8218 0.104 0.080 0.018
N -8.3126 1.1984 2.5894 -0.359 -0.149 0.115
H -9.1669 3.1668 0.2699 -0.002 0.014 0.002
H -8.1586 4.0928 1.3996 0.023 -0.006 0.004
H -7.3954 3.0158 0.2139 0.069 -0.031 0.071
C -0.6430 0.2937 4.9029 -0.049 0.023 -0.069
C -0.2054 1.6847 4.8843 -0.005 -0.072 -0.029
N 0.1469 2.7765 4.8615 0.036 0.054 0.138
H -1.5217 0.1887 5.5362 -0.022 -0.008 -0.029
H -0.8951 -0.0222 3.8915 -0.030 0.030 -0.003
H 0.1548 -0.3385 5.2882 0.013 0.009 -0.014
C -1.0490 0.5349 -3.2260 -0.227 0.230 0.020
C 0.0523 0.0217 -2.4324 -0.047 -0.010 -0.037
N 0.9237 -0.3795 -1.8049 0.173 -0.095 0.012
H -1.7157 -0.2783 -3.5017 0.033 -0.024 0.000
H -1.6047 1.2690 -2.6419 -0.009 -0.055 0.061
H -0.6705 1.0103 -4.1292 0.041 -0.063 -0.013
C 0.2909 -4.0750 -3.4753 -0.015 0.014 0.000
C -0.3437 -3.0838 -4.3371 0.025 0.022 0.120
N -0.8453 -2.2896 -4.9959 -0.022 -0.012 -0.086
H 0.2512 -3.7387 -2.4406 0.019 0.029 -0.007
H -0.2284 -5.0274 -3.5631 -0.004 0.003 0.002
H 1.3313 -4.2058 -3.7659 0.008 0.012 0.025
C 3.8857 -0.5351 0.0176 -0.049 0.037 0.026
C 4.0789 0.2559 1.2258 0.048 -0.133 -0.116
N 4.2517 0.8745 2.1747 0.134 0.118 0.176
H 4.5897 -0.2113 -0.7486 -0.009 0.011 -0.005
H 4.0539 -1.5891 0.2293 -0.057 -0.007 0.005
H 2.8726 -0.4067 -0.3581 -0.015 -0.051 -0.032
C 7.0779 -3.2595 -1.0513 -0.111 -0.124 0.145
C 5.6871 -3.6690 -0.8885 0.223 0.057 -0.023
N 4.5969 -4.0016 -0.7654 -0.188 -0.087 -0.022
H 7.1478 -2.4851 -1.8129 0.027 -0.012 -0.011
H 7.4593 -2.8674 -0.1095 -0.015 0.016 -0.004
H 7.6876 -4.1120 -1.3611 -0.227 0.345 0.160
C -5.0229 -0.0348 6.3013 -0.045 0.023 0.045
C -4.3410 -1.3044 6.5282 -0.024 0.055 -0.088
N -3.8033 -2.3027 6.7066 0.026 -0.024 0.079
H -4.3038 0.7273 6.0056 -0.034 -0.011 -0.113
H -5.7587 -0.1410 5.5060 0.085 0.024 -0.082
H -5.5241 0.2793 7.2162 0.016 -0.016 0.013
C 8.6712 -7.1237 -3.6506 0.129 -0.400 0.482
C 8.9360 -5.8078 -3.0875 0.030 -0.058 -0.047
N 9.1414 -4.7677 -2.6461 0.287 -0.176 -0.255
H 9.2682 -7.8726 -3.1299 -0.051 0.039 0.104
H 7.6166 -7.3695 -3.5368 -0.007 0.032 -0.014
H 8.9242 -7.1313 -4.7007 0.005 0.000 -0.033
C 8.4867 -2.9540 -6.0103 0.002 0.011 0.057
C 8.4780 -4.4106 -5.9999 0.004 0.049 -0.037
N 8.4754 -5.5573 -5.9912 -0.089 0.312 -0.541
H 7.4655 -2.5795 -6.0477 0.000 -0.001 0.001
H 8.9700 -2.5863 -5.1065 -0.007 -0.027 0.015
H 9.0314 -2.5944 -6.8810 -0.003 -0.004 -0.002



Energy, record by record: -71096.71872 -58563.91805 eV